[1]
Molecular formula: C23H50Br20N2O7PS2
Method: DFT, wB97M-V/def2-TZVPD

- E_HOMO: -5.70 eV
- Charge: -1

Positions of all 105 atoms, in Å:
1 H -5.092 4.351 0.372
2 Br 2.778 3.319 5.748
3 O -7.626 1.273 -0.092
4 H -7.358 3.576 2.775
5 Br 10.554 -7.914 -6.632
6 H 0.372 8.597 9.562
7 C -1.255 0.178 -6.076
8 H 0.912 -3.467 -3.580
9 C -0.911 6.421 4.863
10 Br -2.533 7.644 2.783
11 H 6.205 -6.062 -6.785
12 H 11.394 -6.133 -5.105
13 H -4.710 0.941 0.378
14 H -1.300 1.065 -6.706
15 Br 8.570 -3.125 -7.472
16 H -1.530 -5.119 -4.153
17 H 1.375 9.765 8.679
18 H 8.301 -5.103 -6.021
19 C 0.830 8.825 8.603
20 H -2.666 0.983 -4.673
21 H 2.209 -3.835 -2.436
22 N -9.643 3.029 1.616
23 Br -1.491 -4.177 3.038
24 H -2.316 5.275 -0.424
25 H 2.073 -1.451 2.451
26 C -1.976 -6.514 1.567
27 C -1.945 -5.445 -3.199
28 C 1.934 -3.232 -3.292
29 C -2.334 6.847 4.548
30 H 12.275 -7.658 -4.882
31 C 11.287 -7.207 -4.972
32 Br -4.061 -5.339 -1.279
33 H -4.322 4.473 -1.214
34 H -2.692 -3.535 -2.377
35 C -3.043 -4.500 -2.732
36 H -1.818 -0.623 -6.548
37 P -8.648 4.149 1.120
38 C 10.428 -7.575 -3.791
39 O -7.203 3.993 1.918
40 H -9.648 5.956 0.616
41 C -5.039 1.997 0.288
42 H -9.158 2.452 2.301
43 H 1.325 -1.393 -2.385
44 C 6.595 -5.194 -7.315
45 H 3.245 -3.889 3.943
46 Br -0.621 9.182 7.354
47 H 1.515 -3.684 3.589
48 H 2.239 -1.493 4.220
49 Br 2.779 -4.167 1.515
50 H 0.004 -5.721 1.748
51 O -8.319 5.499 -1.432
52 H -0.559 -6.502 3.236
53 C 7.555 -4.432 -6.442
54 H -2.434 -5.791 0.901
55 Br 3.780 -1.351 -2.170
56 Br 4.420 -1.207 3.144
57 H -5.293 2.316 1.324
58 H -3.408 5.847 0.835
59 Br 0.602 -0.344 -6.042
60 Br 5.030 -4.122 -7.754
61 Br 3.034 -3.833 -4.786
62 C 2.618 -1.894 3.281
63 Br -3.383 -7.168 2.715
64 H -2.619 7.637 5.243
65 S -8.360 4.064 -1.039
66 H 2.654 7.700 8.693
67 C -0.866 -5.914 2.376
68 C -4.148 4.130 -0.170
69 H -1.636 -7.369 0.985
70 C 3.375 1.917 4.534
71 O -9.262 5.638 1.455
72 H -3.063 6.043 4.594
73 C -2.949 4.937 0.423
74 H 3.319 1.408 2.451
75 Br 0.932 5.970 8.339
76 Br 0.930 1.469 3.084
77 O -9.547 3.468 -1.697
78 H 2.817 3.079 2.770
79 N -6.897 3.406 -1.520
80 H 2.081 -1.182 -3.970
81 O -6.108 1.033 -1.926
82 C 1.737 7.729 8.106
83 H -2.341 4.397 1.170
84 Br -0.389 -5.531 -2.023
85 H -3.760 -4.345 -3.536
86 O -3.946 2.717 -0.229
87 H -2.311 -6.463 -3.292
88 C 2.525 -3.398 3.295
89 H 4.458 2.021 4.510
90 H -0.829 6.220 5.929
91 H 10.955 -7.375 -2.859
92 H 1.988 7.824 7.053
93 H 10.103 -8.612 -3.805
94 C 2.097 -1.761 -3.059
95 Br -2.001 -1.179 -3.687
96 H -0.183 7.175 4.574
97 H 7.034 -5.516 -8.256
98 S -6.524 1.928 -0.821
99 H 7.064 -3.889 -5.639
100 C 2.794 2.060 3.146
101 Br 8.823 -6.478 -3.717
102 Br -0.268 4.771 4.033
103 C -1.708 0.476 -4.676
104 H -0.990 1.068 -4.110
105 H 3.119 0.972 5.005

Forces on the atoms, in the same order (eV/Å):
H 0.6509 -0.1540 -0.1275
Br -0.0309 -0.0844 0.0123
O 1.2514 1.7347 0.4754
H -0.1974 -0.0143 -0.1668
Br -0.0207 0.1184 0.0254
H 0.0469 -0.0730 -0.0516
C 0.0689 0.2310 -0.0698
H 0.0222 0.1238 0.0246
C -0.0692 -0.1498 0.0155
Br 0.1629 0.0458 0.1517
H 0.0702 0.0456 0.0377
H -0.0633 -0.0358 0.0621
H -0.4817 0.4925 -0.4380
H -0.0397 0.0179 0.1135
Br -0.0429 0.0309 0.0561
H -0.1258 0.0564 0.0183
H 0.0249 -0.0666 -0.0143
H -0.0890 0.0204 -0.1032
C -0.0059 0.2086 -0.1979
H -0.1616 0.0201 -0.0005
H 0.0272 0.0193 0.0937
N 0.9299 1.3061 -0.0906
Br 0.3790 -0.0726 0.1119
H -0.0369 -0.3357 0.6455
H -0.0857 -0.0962 0.0934
C 0.0587 -0.3582 -0.1062
C -0.0138 0.3222 -0.1377
C -0.0113 -0.0780 -0.4212
C 0.2765 0.0059 -0.1434
H -0.0538 0.0037 0.0475
C 0.1027 -0.2521 -0.1603
Br 0.1060 0.2635 -0.2119
H 0.0165 -0.1082 0.6569
H 0.0691 -0.1612 0.0786
C 0.0647 -0.5651 0.1463
H 0.0219 0.0164 0.0991
P -1.6502 -2.1603 3.1497
C -0.0430 0.2310 0.1674
O -0.4330 1.1709 -1.2162
H 0.2475 0.3365 0.1934
C 0.6804 -0.1098 0.5517
H -0.3187 -0.3481 -0.4007
H -0.0214 -0.0638 -0.0557
C -0.2917 -0.0116 0.1290
H 0.0368 0.1689 -0.0020
Br -0.0090 -0.0287 0.0824
H 0.0285 0.0265 -0.0353
H -0.0911 -0.0438 -0.0641
Br 0.0340 0.0723 0.1439
H -0.0575 0.1316 -0.0019
O 0.5994 -1.1637 1.3467
H -0.1697 -0.0222 -0.0287
C 0.2777 -0.0386 -0.1198
H 0.1099 -0.0053 -0.0140
Br 0.0814 -0.0011 -0.0025
Br 0.3418 -0.1512 -0.0847
H -0.2728 0.1799 -0.7879
H 0.4266 -0.3625 0.1155
Br 0.2961 -0.2001 -0.3604
Br 0.0794 -0.0353 -0.1407
Br 0.0130 -0.0200 0.0885
C -0.1679 0.0346 0.1256
Br -0.2998 -0.1585 0.1066
H 0.0133 -0.0845 0.0248
S -0.2354 1.3985 -4.6200
H -0.0424 0.0507 -0.0070
C 0.0639 0.4714 -0.1098
C -0.0760 0.8316 -0.3798
H 0.0631 0.0356 0.0442
C 0.1260 0.2615 0.0193
O 0.9537 -1.0165 -1.4764
H 0.1591 -0.0740 0.0644
C -0.7035 -0.1581 -1.0113
H 0.0150 0.0222 0.0770
Br 0.0232 0.0429 -0.0934
Br 0.1850 0.1157 0.0109
O 1.9187 -0.1205 2.1456
H -0.0334 -0.0007 0.1408
N -1.2057 -0.6743 2.7388
H 0.0000 -0.0190 -0.0704
O 0.5942 1.7321 1.1402
C 0.0317 -0.2152 0.2060
H -0.4271 0.2610 -0.2575
Br -0.3331 -0.0560 0.1989
H 0.0452 -0.0202 0.0211
O -0.5070 -0.1157 0.4237
H -0.0006 0.0539 0.0002
C -0.1562 -0.1261 -0.2341
H -0.0411 -0.0749 -0.1164
H 0.0016 0.1129 -0.0026
H 0.0221 0.0103 -0.0635
H -0.0672 0.0580 0.0441
H 0.0458 0.0440 -0.0820
C 0.0041 0.1452 0.4927
Br 0.1329 0.0968 0.0385
H -0.1387 0.0928 0.0777
H 0.0598 0.0633 0.0655
S -1.7033 -2.7643 -2.7995
H -0.0579 -0.0358 -0.0796
C -0.1530 -0.2098 0.0113
Br 0.0068 -0.1593 0.1125
Br -0.4453 0.2524 -0.0961
C -0.3128 -0.0236 0.2030
H -0.0605 -0.1323 -0.1153
H -0.0123 0.0222 -0.0969



[2]
Molecular formula: C30H24N7OPd
Method: DFT, wB97M-V/def2-TZVPD

- E_HOMO (spin up / spin down): -9.93 / -9.92 eV
- Charge: +1

Positions of all 63 atoms, in Å:
1 C -3.064 5.172 -0.767
2 C -3.728 -2.271 -3.150
3 C 1.747 1.624 -3.767
4 H -3.997 3.590 -1.876
5 N -3.289 1.100 -1.828
6 H 0.704 3.280 4.987
7 C 2.016 -0.292 -1.864
8 C 1.637 1.788 1.550
9 H 3.896 -0.784 -2.756
10 H 1.609 2.378 -4.528
11 C -1.199 4.538 0.679
12 H 0.161 0.064 4.437
13 N -2.137 -0.903 -1.363
14 C 0.352 2.278 1.769
15 C -3.942 -0.924 -2.934
16 H -1.882 6.521 0.430
17 H 3.577 1.462 2.391
18 H -4.717 -0.375 -3.447
19 C -0.030 -2.888 6.097
20 C -3.236 3.884 -1.168
21 H 5.490 0.571 -3.620
22 C -1.929 -2.200 -1.590
23 H -1.119 -2.653 -1.035
24 C 3.036 -0.129 -2.789
25 C 2.579 1.839 2.567
26 C 2.900 0.851 -3.763
27 C -0.137 -3.756 5.018
28 H -0.226 -3.922 2.878
29 H -4.352 -2.810 -3.849
30 C -2.703 -2.923 -2.474
31 H -0.407 4.811 1.361
32 H -0.213 -4.822 5.185
33 H -0.114 1.993 -2.760
34 H 2.085 -1.056 -1.096
35 C -0.045 -1.879 3.536
36 N -0.616 2.154 0.757
37 H -0.025 -3.284 7.103
38 H -2.504 -3.973 -2.627
39 N -0.073 -0.875 1.169
40 H 1.884 1.373 0.581
41 H 2.988 2.418 4.591
42 N 5.197 0.786 -4.555
43 C -1.361 3.171 0.311
44 C 2.249 2.377 3.803
45 C -0.055 -1.341 2.218
46 C 0.014 2.806 3.018
47 C 0.070 -1.000 4.615
48 H 5.898 0.976 -5.252
49 C -0.145 -3.259 3.728
50 C -2.026 5.485 0.150
51 C -3.121 -0.256 -2.032
52 N 0.914 0.453 -1.857
53 Pd -1.101 0.440 -0.171
54 C 3.912 1.097 -4.854
55 H -0.994 3.161 3.191
56 C 0.792 1.396 -2.793
57 C 0.074 -1.517 5.898
58 H -3.694 5.964 -1.144
59 C -2.382 2.886 -0.648
60 O 3.564 1.545 -5.924
61 N -2.446 1.575 -1.007
62 C 0.966 2.862 4.024
63 H 0.161 -0.851 6.745

Forces on the atoms, in the same order (eV/Å):
C -0.0801 -0.0849 -0.0800
C 0.0317 -0.0383 0.0117
C 0.0079 -0.0182 -0.0015
H -0.0172 0.0514 -0.0092
N -0.0901 0.4338 0.0155
H -0.0016 0.0047 0.0005
C 0.0005 -0.0044 -0.0251
C -0.0260 0.0949 0.0965
H 0.0061 -0.0006 -0.0067
H -0.0003 0.0043 -0.0025
C -0.0589 0.1198 -0.0282
H -0.0018 0.0002 -0.0010
N 0.1788 -0.0171 0.1073
C 0.0280 0.0200 0.2199
C 0.0900 0.0359 0.0907
H 0.0165 0.0027 0.0232
H 0.0068 0.0039 0.0024
H -0.0010 0.0331 0.0105
C 0.0001 -0.0029 0.0037
C -0.0835 0.1500 -0.0442
H 0.0145 0.0177 -0.0045
C -0.0422 0.0455 0.0419
H -0.0025 -0.0003 -0.0041
C -0.0046 0.0025 0.0111
C -0.0028 -0.0417 -0.0750
C -0.0472 -0.0208 0.0056
C -0.0035 -0.0134 -0.0061
H -0.0046 -0.0037 -0.0069
H 0.0048 -0.0153 0.0027
C -0.0420 -0.0244 -0.0461
H -0.0155 0.0256 0.0013
H -0.0017 -0.0031 -0.0048
H 0.0060 0.0016 -0.0060
H 0.0043 0.0019 0.0040
C 0.1100 -0.1133 0.1460
N -0.1928 -0.0923 -0.2961
H -0.0002 -0.0019 0.0023
H -0.0061 -0.0017 -0.0065
N -0.2643 0.1876 -0.1290
H -0.0089 0.0031 -0.0017
H 0.0039 0.0052 -0.0009
N -0.0091 -0.0693 -0.0109
C 0.1700 -0.0909 0.0605
C 0.0073 0.0161 0.0795
C 0.0407 0.0655 -0.1905
C 0.0836 -0.0760 -0.0747
C 0.0248 0.0016 -0.0294
H 0.0026 0.0111 0.0085
C -0.0108 0.0622 0.0252
C 0.1423 -0.0756 0.0962
C 0.0475 -0.3672 -0.1376
N 0.0351 0.0152 0.0196
Pd -0.3218 -0.1557 -0.0461
C 0.0255 0.0700 0.0263
H -0.0052 -0.0060 0.0025
C 0.0314 -0.0062 -0.0184
C 0.0019 0.0161 0.0054
H -0.0316 -0.0329 -0.0364
C -0.0020 -0.0883 -0.0090
O -0.0131 -0.0087 -0.0117
N 0.2609 -0.0399 0.2237
C 0.0099 0.0046 0.0075
H -0.0006 0.0067 -0.0010



[3]
Molecular formula: C6H7KLiO6
Method: DFT, wB97M-V/def2-TZVPD

- E_HOMO: -11.25 eV
- ΔE to the lowest compared entry with this formula, charge and spin: 7.59 kcal/mol
- Charge: +1

Positions of all 21 atoms, in Å:
1 C -1.496 0.608 -0.058
2 K -3.548 1.083 -2.328
3 H -0.175 -1.786 -0.766
4 C -0.229 1.516 0.008
5 H -1.437 -2.306 1.255
6 C -1.888 -1.577 0.573
7 C -1.257 -1.577 -0.811
8 O 4.285 0.953 -0.420
9 H -1.772 -2.225 -1.528
10 H -2.975 -1.740 0.520
11 H 1.008 0.039 1.192
12 O -2.283 1.637 -0.208
13 O -1.459 -0.233 -1.232
14 Li 5.354 -0.256 0.821
15 C 0.981 0.855 0.460
16 H -0.049 2.100 -0.899
17 C 3.329 0.525 0.224
18 H -0.124 1.833 1.208
19 O 3.305 -0.207 1.212
20 O 2.041 1.024 -0.270
21 O -1.608 -0.264 1.047

Forces on the atoms, in the same order (eV/Å):
C -0.2474 3.4328 -0.2989
K -0.0086 0.1562 0.1476
H -0.3004 -0.1585 -0.0925
C 4.1502 -2.8165 3.4161
H -0.1649 0.1545 -0.1385
C -0.0940 -0.1921 0.0980
C 0.0295 0.0395 -0.0805
O -0.0662 -0.4399 0.1597
H 0.3458 -0.0695 0.2065
H 0.2546 0.0150 0.0507
H 0.0039 0.6561 0.3579
O -2.4986 -1.4425 -0.2305
O 0.0122 -0.2795 0.1261
Li -0.5326 0.2993 -0.1466
C 0.0187 -1.1980 -3.3905
H -0.3324 0.4852 0.9373
C 0.4496 0.4138 -0.1363
H -1.4419 0.9893 -2.0095
O 0.1085 -0.3620 0.1301
O 0.2214 0.3901 1.0334
O 0.0929 -0.0733 -0.1396



[4]
Molecular formula: C9H14S
Method: DFT, wB97M-V/def2-TZVPD

- E_HOMO: -8.35 eV
- SMILES: Cc1ccccc1.CSC
- ΔE to the lowest compared entry with this formula, charge and spin: 54.26 kcal/mol

Positions of all 24 atoms, in Å:
1 C -0.676 1.450 0.768
2 H -0.121 -3.308 0.297
3 C 2.263 -1.162 1.611
4 H 1.393 0.181 -1.612
5 C 1.278 -0.375 -0.542
6 H -0.229 -2.096 -2.476
7 H -1.844 4.261 -0.885
8 H 1.728 -3.147 2.082
9 C 1.511 -2.299 1.591
10 C -2.325 3.351 -0.686
11 C 0.386 -1.447 -0.477
12 H 0.099 1.367 1.590
13 H -1.357 -2.414 -1.152
14 C -0.614 -1.671 -1.527
15 H 3.116 -1.062 2.346
16 H -1.292 -0.832 -1.712
17 S -1.892 2.815 0.993
18 C 2.224 -0.179 0.524
19 H -1.233 0.537 0.737
20 H 2.849 0.768 0.506
21 C 0.561 -2.475 0.507
22 H -3.381 3.409 -0.812
23 H -0.170 1.589 -0.045
24 H -2.273 2.740 -1.626

Forces on the atoms, in the same order (eV/Å):
C -2.3012 -0.1206 5.3318
H 0.6333 -0.0848 0.8916
C 2.1739 2.4076 -0.8992
H -0.5326 -0.8611 3.0023
C 2.1059 0.7135 -0.7791
H -0.0366 0.5237 0.4190
H 0.4302 1.3228 -0.3522
H 0.7160 -2.4834 2.5168
C -2.4938 1.2545 -4.6229
C -0.3034 -1.6257 -1.1468
C 1.4705 -1.2508 1.2273
H -1.2316 0.4259 -0.6189
H 0.5800 0.1333 -0.2817
C -2.0498 -1.1831 -0.6138
H -1.2839 -0.0200 -0.7410
H 0.5863 0.3323 -0.2582
S 0.2989 -0.4528 -0.1050
C -1.2419 -0.5400 -0.0942
H -0.1076 -0.6293 -0.0906
H -0.5620 -1.6091 0.1928
C 0.2168 2.4084 -0.0918
H -1.1653 0.8900 0.9262
H 2.7882 0.8745 -4.9433
H 1.3098 -0.4258 1.1313



Number 4 is which compound? C9H14S



What is the formula in the fourth record? C9H14S